1.
Below is a structure of composition C4H3N2 at a distorted geometry, with properties calculated with ωB97M-V/def2-TZVPD.

Summary:
Net charge: +1
Energy above the lowest of the compared OMol25 structures with the same formula, charge and spin (kJ/mol): 154.76
HOMO-LUMO gap (eV): 9.0
DFT total energy (Eh): -263.2607
E_LUMO (eV): -7.866
HOMO level (eV): -16.91

Cartesian coordinates (Å):
N -1.012 1.227 -0.080
N -1.822 -0.942 0.010
C 1.375 0.562 0.022
C 0.077 0.355 -0.113
C -0.511 -1.011 -0.062
C -1.838 0.348 -0.019
H 2.108 -0.121 0.271
H -0.140 -2.014 0.076
H 1.762 1.596 -0.104

=====

2.
Below is a cluster of 2 separate species, C2H6NP in total at a distorted geometry, with properties calculated with ωB97M-V/def2-TZVPD.

Summary:
Energy above the lowest of the compared OMol25 structures with the same formula, charge and spin (kJ/mol): 206.73
HOMO-LUMO gap (eV): 11.0
DFT total energy (Eh): -475.7784
SMILES string: C1=NC1.P
E_LUMO (eV): 1.036
HOMO level (eV): -9.97

Cartesian coordinates (Å):
P -2.193 -1.812 0.860
N 0.814 0.409 0.611
C 1.791 0.963 -0.359
C 0.416 1.066 -0.396
H 2.334 0.261 -1.002
H -0.774 -1.623 1.034
H -0.443 1.290 -0.878
H -2.181 -1.828 -0.525
H 2.546 1.692 -0.053
H -2.309 -0.418 0.709

=====

Please write out number 1 again, unchanged.
Below is a structure of composition C4H3N2 at a distorted geometry, with properties calculated with ωB97M-V/def2-TZVPD.

Summary:
Net charge: +1
Energy above the lowest of the compared OMol25 structures with the same formula, charge and spin (kJ/mol): 154.76
HOMO-LUMO gap (eV): 9.0
DFT total energy (Eh): -263.2607
E_LUMO (eV): -7.866
HOMO level (eV): -16.91

Cartesian coordinates (Å):
N -1.012 1.227 -0.080
N -1.822 -0.942 0.010
C 1.375 0.562 0.022
C 0.077 0.355 -0.113
C -0.511 -1.011 -0.062
C -1.838 0.348 -0.019
H 2.108 -0.121 0.271
H -0.140 -2.014 0.076
H 1.762 1.596 -0.104